The following is a quantum chemistry calculation of a single C26H26N6O4 molecule, from OMol25.

For the HOMO energy, the calculation gives -7.828 eV. Its structure (SMILES) is Cc1ccn2c(C(=O)N/N=C/c3ccc(CNC(=O)C(=O)Nc4ccc(C)c(C)c4)o3)c(C)nc2c1. As for the HOMO-LUMO gap: 8.161 eV.

Atoms and positions in Å:
C -5.0311 -2.2762 -0.5149
C -3.5564 -2.3542 -0.2796
C -2.8218 -3.4380 -0.8130
C -1.4807 -3.5492 -0.6055
N -0.8403 -2.6044 0.1146
C 0.4904 -2.4519 0.4525
C 1.4452 -3.4909 0.1217
O 1.1426 -4.6622 -0.0580
N 2.7764 -3.1460 0.0028
N 3.2169 -1.8996 -0.1066
C 4.4392 -1.6611 -0.3828
C 4.8890 -0.3055 -0.4786
C 6.1120 0.2309 -0.8106
C 5.9582 1.6322 -0.7508
C 4.6604 1.8577 -0.3817
C 3.8715 3.1044 -0.1273
N 2.4906 2.9183 -0.4957
C 1.5117 2.7075 0.3943
O 1.6084 2.8137 1.6036
C 0.1832 2.3719 -0.2963
O 0.1169 2.2962 -1.5129
N -0.7975 2.2316 0.6049
C -2.1618 2.0244 0.4167
C -2.9931 2.0446 1.5323
C -4.3566 1.8931 1.3725
C -4.9239 1.7184 0.1160
C -6.4096 1.5880 -0.0320
C -4.0863 1.6803 -1.0030
C -4.6561 1.4824 -2.3740
C -2.7179 1.8334 -0.8431
O 4.0148 0.6911 -0.2183
C 0.5374 -1.2762 1.2167
C 1.6775 -0.6543 1.9312
N -0.6821 -0.7311 1.3177
C -1.5147 -1.5182 0.6467
C -2.8939 -1.4007 0.4503
H -5.5209 -3.1803 -0.1557
H -5.4539 -1.4179 -0.0009
H -5.2380 -2.1897 -1.5813
H -3.3322 -4.1958 -1.3857
H -0.8870 -4.3721 -0.9710
H 3.4046 -3.9345 -0.1847
H 5.1842 -2.4443 -0.5568
H 6.9999 -0.3096 -1.0676
H 6.7063 2.3715 -0.9500
H 4.3096 3.9419 -0.6777
H 3.8719 3.3386 0.9449
H 2.2489 2.7227 -1.4607
H -0.4767 2.2903 1.5688
H -2.5692 2.1778 2.5161
H -4.9969 1.9154 2.2431
H -6.8094 2.4301 -0.5971
H -6.8937 1.5676 0.9413
H -6.6728 0.6790 -0.5716
H -3.8666 1.4884 -3.1201
H -5.3668 2.2731 -2.6122
H -5.1855 0.5321 -2.4363
H -2.0705 1.8132 -1.7042
H 1.2907 0.0518 2.6607
H 2.3149 -0.1206 1.2309
H 2.2802 -1.4097 2.4301
H -3.4017 -0.5570 0.8848

***

The following is a quantum chemistry calculation of 2 unconnected molecules or ions with the total composition CHBrClNO, from OMol25.

For the HOMO energy (spin up / spin down), the calculation gives -8.628 / -8.629 eV. As for the HOMO-LUMO gap (spin up / spin down): 7.168 / 7.169 eV.

Atoms and positions in Å:
C -0.9780 0.1699 0.0511
N -1.1449 -1.0152 -0.0341
O 1.1271 0.6004 0.0409
Cl -1.5416 1.8415 0.0178
Br 2.6892 -0.1795 0.0795
H -0.1518 -1.4171 -0.1553

***

The following is a quantum chemistry calculation of a single C19H28NO3P molecule, from OMol25.

For the HOMO energy, the calculation gives -7.983 eV. Its structure (SMILES) is CC(C)CCc1c(P(C)C)cc(CCCCO)c2c1C(=O)NC2=O. As for the HOMO-LUMO gap: 7.557 eV.

Atoms and positions in Å:
C -0.0499 -3.4833 0.7169
C -0.9849 -3.6427 -0.4758
C -0.1821 -3.3815 -1.7583
C -2.2369 -2.7025 -0.4896
C -2.4039 -1.6608 0.6307
C -1.5004 -0.4464 0.5955
C -1.4445 0.5029 -0.4600
P -2.4909 0.3408 -1.9465
C -1.6063 1.0949 -3.3616
C -4.0812 1.2377 -1.6777
C -0.5749 1.5939 -0.3694
C 0.2609 1.8293 0.7261
C 1.1702 3.0303 0.7434
C 2.3204 2.8670 -0.2847
C 3.7209 2.7715 0.3564
C 4.2806 1.3724 0.1999
O 5.6421 1.3587 0.5860
C 0.2055 0.9130 1.7642
C -0.6666 -0.1746 1.6853
C -0.5075 -0.9283 2.9727
O -1.0898 -1.8768 3.4123
N 0.5283 -0.3013 3.6972
C 0.9591 0.8678 3.0372
O 1.7923 1.6099 3.4598
H -0.5916 -3.6069 1.6476
H 0.6867 -4.2841 0.6739
H 0.4843 -2.5388 0.6770
H -1.3420 -4.6678 -0.5183
H -0.8448 -3.4450 -2.6183
H 0.2842 -2.3991 -1.7305
H 0.5844 -4.1447 -1.8836
H -3.1115 -3.3488 -0.4125
H -2.2891 -2.2457 -1.4656
H -2.3241 -2.1554 1.5878
H -3.4317 -1.2980 0.5630
H -1.0492 2.0100 -3.1640
H -0.8918 0.3486 -3.6964
H -2.3241 1.2211 -4.1650
H -4.8679 0.5657 -2.0029
H -4.1507 2.1337 -2.2901
H -4.2623 1.4558 -0.6302
H -0.5547 2.3199 -1.1717
H 1.6031 3.1804 1.7222
H 0.5796 3.9075 0.4857
H 2.1582 1.9584 -0.8624
H 2.3350 3.6811 -1.0030
H 4.4242 3.4619 -0.1054
H 3.6780 3.0235 1.4121
H 3.7034 0.6913 0.8342
H 4.1536 1.0611 -0.8399
H 5.9731 0.4598 0.5202
H 0.3272 -0.1375 4.6762

***

> What is the formula in the first record?

C26H26N6O4